DFT (ωB97M-V/def2-TZVPD) results for 3 unconnected molecules or ions with the total composition C8H17NO in a non-equilibrium geometry.

XYZ file:
```
27
C8H17NO, DFT ωB97M-V/def2-TZVPD
O 0.80 1.85 0.47
N 0.28 -0.29 -0.41
C -0.04 0.18 -1.75
C 1.15 -0.03 1.85
C -1.71 -0.01 0.71
C -2.31 -1.31 0.30
C 0.77 0.49 0.50
C -2.38 1.25 0.26
C 2.73 -0.11 -0.76
C 3.17 -1.34 -0.86
H -2.47 -1.36 -0.78
H 0.70 0.56 2.64
H -1.68 -2.15 0.59
H 0.66 2.15 -0.43
H 4.19 -1.59 -1.18
H 2.57 -2.19 -0.55
H -3.38 1.35 0.71
H -2.54 1.26 -0.83
H 0.52 -0.42 -2.46
H -3.29 -1.46 0.78
H 3.28 0.78 -1.06
H -1.09 0.03 -1.98
H -1.82 2.14 0.54
H 0.19 1.23 -1.96
H 0.87 -1.08 1.94
H -1.41 0.02 1.76
H 2.24 0.05 1.95
```

Values from the calculation:
LUMO energy (alpha / beta) in eV: 0.5663 / 0.7919
Kohn-Sham gap (alpha / beta) in eV: 7.0 / 8.4
Net charge: 0
HOMO level (alpha / beta) in eV: -6.443 / -7.637
Max |F| in Eh/bohr: 0.025
Energy in a.u.: -444.78772
ΔE to the lowest compared entry with this formula, charge and spin in kcal/mol: 163.26
Multiplicity: 1